Record 1
# C25H32N5O7

A cluster of 4 separate species, C25H32N5O7 in total in a non-equilibrium geometry (ωB97M-V/def2-TZVPD, OMol25).

Last column: Löwdin charge in e.
Element x y z (Å)
N  -2.97  2.30  -4.62  -0.048
C  -1.48  2.40  -4.38  -0.205
C  -0.75  1.00  -3.92  -0.325
O  0.66  1.09  -4.39  -0.109
C  -1.44  -0.37  -4.50  -0.084
C  -1.11  -1.68  -3.54  -0.238
C  -2.24  -2.17  -2.46  -0.103
C  -1.76  -1.28  -1.14  -0.120
N  -0.22  -1.16  -1.17  0.026
C  0.21  -1.65  -2.57  -0.082
H  -3.48  1.79  -3.86  0.071
H  -3.20  1.94  -5.57  0.078
H  -1.33  3.17  -3.48  0.131
H  -0.93  2.86  -5.31  0.142
H  -0.74  0.97  -2.75  0.110
H  1.20  1.17  -3.53  0.114
H  -2.60  -0.32  -4.64  0.114
H  -0.98  -0.55  -5.58  0.146
H  -0.93  -2.66  -4.19  0.154
H  -3.37  -2.14  -2.76  0.141
H  -1.97  -3.27  -2.10  0.110
H  -2.31  -0.23  -1.19  0.144
H  -2.08  -1.79  -0.13  0.142
H  0.17  -1.67  -0.34  0.185
H  0.04  -0.15  -0.93  0.142
H  1.16  -1.12  -3.04  0.157
H  0.46  -2.78  -2.33  0.121
C  -3.32  -8.58  -2.62  -0.058
C  -3.00  -7.68  -1.61  -0.061
C  -1.97  -6.75  -1.80  -0.009
C  -1.28  -6.74  -3.02  -0.146
C  -1.60  -7.65  -4.03  0.007
C  -2.62  -8.57  -3.83  -0.053
N  -0.22  -5.75  -3.24  -0.311
O  0.05  -4.97  -2.31  0.008
O  0.35  -5.74  -4.34  0.082
H  -4.13  -9.30  -2.46  0.115
H  -3.55  -7.69  -0.67  0.112
H  -1.73  -6.05  -1.00  0.113
H  -1.06  -7.65  -4.98  0.123
H  -2.88  -9.28  -4.61  0.115
C  1.53  2.01  4.04  -0.049
C  1.83  1.45  2.80  -0.063
C  0.96  1.63  1.72  -0.021
C  -0.22  2.38  1.91  -0.147
C  -0.52  2.93  3.16  0.020
C  0.36  2.74  4.23  -0.045
N  -1.13  2.60  0.78  -0.313
O  -0.83  2.07  -0.31  0.002
O  -2.14  3.29  0.97  0.097
H  2.22  1.87  4.88  0.116
H  2.74  0.88  2.66  0.111
H  1.20  1.19  0.76  0.097
H  -1.43  3.51  3.32  0.127
H  0.13  3.17  5.20  0.089
C  5.27  6.51  5.52  -0.067
C  4.00  6.47  4.94  -0.065
C  2.98  5.73  5.53  -0.004
C  3.24  5.03  6.72  -0.145
C  4.51  5.06  7.30  0.003
C  5.52  5.80  6.70  -0.060
N  2.16  4.26  7.36  -0.311
O  1.05  4.25  6.80  0.028
O  2.42  3.69  8.43  0.078
H  6.06  7.09  5.06  0.111
H  3.81  7.02  4.02  0.110
H  2.00  5.71  5.06  0.116
H  4.72  4.52  8.22  0.122
H  6.51  5.84  7.15  0.112

Properties
E_HOMO = -11.3 eV
Charge = +1
Energy = -1771.66371 Eh
Gap between HOMO and LUMO = 7.860 eV


Record 2
# C25H32N6O3S

An isolated molecule of C25H32N6O3S in a non-equilibrium geometry (ωB97M-V/def2-TZVPD, OMol25).

Last column: Löwdin charge in e.
Element x y z (Å)
C  -4.48  -5.64  -4.68  -0.066
C  -3.63  -4.45  -5.08  -0.226
O  -3.79  -3.44  -4.08  -0.013
C  -3.10  -2.30  -4.31  -0.541
O  -2.38  -2.13  -5.27  0.094
N  -3.34  -1.36  -3.36  -0.040
C  -4.06  -1.60  -2.13  -0.108
C  -3.10  -1.57  -0.93  -0.120
N  -2.37  -0.32  -0.93  -0.050
C  -2.10  0.49  0.12  -0.547
O  -1.34  1.43  0.01  0.017
C  -2.80  0.23  1.45  -0.335
S  -1.55  0.35  2.76  0.997
C  -0.33  -0.57  1.94  -0.622
N  -0.55  -1.48  1.04  0.040
N  0.64  -1.89  0.58  0.079
C  1.57  -1.22  1.20  -0.320
C  3.03  -1.36  0.95  -0.042
C  3.67  -0.07  0.56  -0.271
C  4.77  0.55  1.10  -0.065
C  4.99  1.74  0.37  -0.105
C  4.02  1.79  -0.59  -0.103
N  3.23  0.69  -0.48  -0.111
C  2.07  0.44  -1.30  -0.011
N  1.01  -0.36  2.10  0.014
C  1.61  0.62  2.96  -0.117
C  1.53  2.03  2.34  -0.115
C  2.00  3.04  3.34  -0.230
C  1.13  3.54  4.30  -0.041
C  1.57  4.45  5.25  -0.086
C  2.89  4.87  5.24  -0.098
C  3.77  4.37  4.29  -0.082
C  3.33  3.46  3.35  -0.031
C  -1.62  -0.12  -2.16  -0.105
C  -2.57  -0.13  -3.35  -0.103
H  -4.38  -6.43  -5.42  0.077
H  -4.17  -6.02  -3.71  0.076
H  -5.53  -5.35  -4.61  0.076
H  -2.57  -4.72  -5.14  0.128
H  -3.94  -4.05  -6.05  0.127
H  -4.81  -0.80  -2.02  0.133
H  -4.56  -2.56  -2.19  0.126
H  -2.38  -2.39  -1.01  0.134
H  -3.68  -1.70  -0.02  0.111
H  -3.28  -0.74  1.54  0.058
H  -3.52  1.02  1.64  0.092
H  3.15  -2.12  0.17  0.128
H  3.53  -1.72  1.86  0.129
H  5.35  0.20  1.93  0.104
H  5.77  2.45  0.53  0.094
H  3.84  2.53  -1.35  0.116
H  1.95  -0.63  -1.47  0.090
H  2.19  0.95  -2.26  0.098
H  1.16  0.82  -0.82  0.082
H  1.08  0.61  3.92  0.124
H  2.66  0.35  3.12  0.130
H  0.49  2.23  2.06  0.098
H  2.15  2.07  1.45  0.105
H  0.10  3.22  4.30  0.111
H  0.89  4.84  5.99  0.101
H  3.24  5.58  5.98  0.099
H  4.80  4.69  4.29  0.101
H  4.01  3.07  2.60  0.094
H  -0.89  -0.93  -2.26  0.138
H  -1.11  0.84  -2.09  0.119
H  -3.27  0.71  -3.29  0.135
H  -2.01  -0.08  -4.29  0.127

Properties
E_HOMO = -8.3 eV
Charge = 0
Energy = -1924.34372 Eh
SMILES = CCOC(=O)N1CCN(C(=O)CSc2nnc(Cc3cccn3C)n2CCc2ccccc2)CC1
Gap between HOMO and LUMO = 8.807 eV


Record 3
# C25H32N6O6

A structure of composition C25H32N6O6 in a non-equilibrium geometry (ωB97M-V/def2-TZVPD, OMol25).

Last column: Löwdin charge in e.
Element x y z (Å)
C  -0.94  -4.82  -5.58  -0.038
H  -1.38  -4.18  -6.48  0.150
O  0.38  -4.26  -5.22  -0.079
C  0.26  -3.00  -4.41  -0.129
C  1.42  -2.52  -3.85  -0.027
C  1.56  -1.56  -2.89  0.019
C  0.40  -0.74  -2.63  -0.240
C  -0.53  -0.90  -3.42  -0.051
C  -0.72  -2.04  -4.17  -0.050
O  -2.02  -2.39  -4.86  -0.105
C  -2.94  -1.68  -4.43  -0.311
H  -2.83  -0.50  -4.84  0.129
H  -4.03  -1.90  -5.16  0.163
H  -3.27  -1.64  -3.45  0.057
H  -1.38  -0.20  -3.31  0.134
C  0.64  0.50  -1.84  -0.203
N  -0.65  0.93  -1.25  0.011
C  -1.24  -0.06  -0.48  -0.304
O  -0.67  -1.26  -0.55  -0.014
C  -2.48  0.27  0.26  -0.090
N  -2.09  0.81  1.52  -0.124
N  -2.64  0.03  2.76  0.156
N  -2.03  0.55  3.66  0.027
C  -1.26  1.45  3.30  -0.260
N  -0.95  1.72  1.76  0.238
C  -0.33  2.32  3.91  -0.268
C  0.46  3.37  3.58  -0.015
C  1.33  3.66  4.81  0.075
C  0.45  3.04  5.95  -0.250
O  -0.46  2.19  5.32  0.038
C  0.82  3.11  7.30  -0.014
H  1.02  2.27  7.67  0.005
H  1.50  3.80  7.55  0.050
H  -0.33  3.52  7.77  0.200
H  1.91  4.51  4.95  0.050
H  1.01  3.42  2.64  0.109
H  -2.87  1.29  -0.44  0.182
H  -3.23  -0.71  0.35  0.202
C  -0.74  2.29  -1.12  -0.232
H  -1.21  2.48  -0.05  0.156
H  0.03  2.73  -1.16  0.035
C  -1.64  2.65  -2.11  -0.359
O  -2.94  2.31  -2.17  -0.104
H  -3.55  2.68  -2.96  0.208
H  -1.52  3.97  -2.25  0.180
H  -1.16  2.46  -3.44  0.198
H  0.81  1.35  -2.72  0.234
C  1.75  0.54  -1.07  -0.185
O  2.85  1.48  -0.98  -0.113
N  1.92  -0.48  0.06  0.028
H  1.17  -1.12  -0.18  0.098
C  2.79  -0.54  1.05  -0.237
H  3.78  -0.15  0.62  0.166
C  1.95  0.14  2.25  -0.093
C  1.46  -0.98  3.18  -0.207
H  2.23  -1.18  4.17  0.190
C  1.59  -2.08  2.42  -0.383
H  0.69  -2.26  1.93  0.109
H  1.74  -3.13  3.08  0.186
C  2.65  -2.27  1.54  -0.060
H  3.72  -2.06  2.02  0.154
H  2.79  -2.77  0.70  0.056
H  0.63  -0.63  3.58  0.042
H  1.19  0.83  2.09  0.036
H  2.68  0.89  2.73  0.132
H  2.52  -1.40  -2.51  0.106
H  2.19  -3.40  -3.88  0.161
H  -1.58  -5.10  -4.75  0.105
H  -0.68  -5.64  -5.87  -0.031

Properties
E_HOMO = -7.9 eV
Charge = 0
Energy = -1750.81064 Eh
Gap between HOMO and LUMO = 6.783 eV


Record 4
# C25H33BN

A cluster of 2 separate species, C25H33BN in total in a non-equilibrium geometry (ωB97M-V/def2-TZVPD, OMol25).

Last column: Löwdin charge in e.
Element x y z (Å)
C  -0.02  1.36  7.47  -0.118
C  -1.32  0.97  8.15  -0.213
C  -2.32  1.94  8.09  -0.063
C  -3.65  1.65  8.39  -0.076
C  -3.98  0.36  8.82  -0.090
C  -3.00  -0.61  8.91  -0.080
C  -1.66  -0.33  8.59  -0.044
C  1.32  1.04  8.10  -0.203
C  2.37  1.90  7.76  -0.059
C  3.68  1.58  8.10  -0.088
C  3.96  0.40  8.77  -0.085
C  2.92  -0.50  9.10  -0.069
C  1.60  -0.18  8.74  -0.035
H  -0.04  2.42  7.20  0.114
H  -2.04  2.93  7.71  0.114
H  -4.41  2.43  8.23  0.108
H  -5.03  0.14  9.02  0.107
H  -3.27  -1.63  9.20  0.109
H  -0.92  -1.12  8.62  0.087
H  2.13  2.80  7.18  0.113
H  4.48  2.26  7.80  0.111
H  4.99  0.13  9.00  0.104
H  3.13  -1.45  9.59  0.106
H  0.81  -0.90  8.96  0.084
C  -2.46  0.48  4.90  -0.029
C  -2.27  -0.33  3.63  -0.343
C  -3.07  -1.61  3.77  -0.025
N  -0.83  -0.61  3.26  -0.104
C  -0.85  -1.55  2.11  -0.272
C  -1.48  -1.16  0.95  -0.013
C  -1.51  -2.07  -0.11  -0.022
C  -0.90  -3.32  0.04  -0.039
C  -0.26  -3.68  1.24  -0.005
C  -0.24  -2.77  2.31  0.001
C  -0.10  0.64  2.84  -0.338
C  1.18  0.31  2.10  -0.028
C  0.24  1.63  3.94  -0.033
B  -0.03  -1.53  4.29  0.040
H  0.01  0.79  6.55  0.077
H  -3.54  0.53  5.10  0.109
H  -2.00  0.01  5.78  0.083
H  -2.12  1.52  4.82  0.071
H  -2.63  0.26  2.79  0.143
H  -4.10  -1.31  4.03  0.106
H  -3.12  -2.20  2.86  0.093
H  -2.70  -2.24  4.59  0.088
H  -1.94  -0.16  0.88  0.136
H  -2.02  -1.76  -1.04  0.127
H  -0.93  -4.02  -0.80  0.122
H  0.21  -4.65  1.35  0.126
H  0.23  -2.96  3.30  0.126
H  -0.81  1.12  2.16  0.146
H  1.65  1.27  1.81  0.105
H  1.91  -0.22  2.73  0.091
H  1.02  -0.27  1.18  0.092
H  0.78  2.45  3.44  0.106
H  -0.62  2.10  4.42  0.063
H  0.91  1.23  4.71  0.086
H  -0.76  -1.95  5.14  0.089
H  1.10  -1.11  4.41  0.092

Properties
E_HOMO = -11.1 eV
Charge = +1
Energy = -1051.74709 Eh
Gap between HOMO and LUMO = 7.549 eV


- energy of number 1 (C25H32N5O7)?
  -1771.66371 Eh